{"formula": "C41H28CaF10N8O4", "method": "ωB97M-V with the def2-TZVPD basis set", "symbols": ["H", "H", "C", "C", "H", "O", "C", "C", "C", "H", "H", "F", "H", "C", "H", "C", "C", "C", "C", "H", "C", "C", "C", "H", "C", "C", "C", "H", "C", "F", "C", "F", "N", "N", "C", "C", "H", "H", "O", "F", "F", "C", "N", "H", "N", "O", "C", "H", "Ca", "H", "F", "C", "N", "C", "C", "H", "F", "N", "C", "C", "C", "H", "C", "C", "H", "C", "H", "H", "C", "H", "F", "H", "N", "C", "H", "C", "C", "H", "F", "C", "H", "C", "H", "C", "H", "O", "C", "F", "C", "H", "C", "N"], "xyz": [[3.635893, -4.715660, 2.144212], [-1.361854, -0.375894, 3.194032], [-2.264829, 3.619108, -2.565101], [4.022861, 1.153791, -0.179675], [2.090334, -0.630796, 2.570438], [-2.214499, -0.971667, 1.232974], [1.654361, -4.818754, 2.957468], [-2.849525, 5.175630, -0.890651], [-3.763483, -2.531574, 0.345754], [0.891113, -2.743224, -5.122111], [-0.416436, -4.722096, 3.517973], [4.187747, -0.867327, -1.426588], [0.876965, -0.433501, -4.205197], [-2.566780, 4.243734, 0.087808], [0.830611, -4.670460, -3.557297], [5.606002, 2.334454, -2.309653], [1.283393, 4.937018, -0.870876], [2.614327, -4.360722, 2.062112], [5.212092, 1.003337, -2.358455], [1.779309, 5.573514, -2.868298], [0.868963, -1.297222, -3.555541], [-2.630682, -1.529196, 0.185164], [4.491688, 0.442158, -1.336886], [1.916417, -5.521314, 3.740047], [0.771634, -2.152680, -1.238914], [-5.826922, -4.352880, 0.652530], [0.015403, -3.425936, 1.871614], [1.967701, 0.695915, 3.755297], [2.283406, -3.454708, 1.069087], [-2.843940, 4.648826, 1.361476], [-0.299810, -0.297935, 3.401911], [4.354346, 3.306786, 0.932070], [0.851616, 0.206999, -1.641057], [0.927449, 2.589162, -0.562799], [4.552244, 2.494430, -0.148922], [0.840771, -3.660966, -3.159060], [-0.991032, -3.041000, 1.789781], [0.770949, 3.953006, 0.961998], [-7.121594, -5.754788, 1.923188], [-2.898337, 5.842296, -3.179382], [5.559246, 0.261265, -3.427596], [0.980204, 3.827404, -0.098172], [-6.908185, -5.294290, 0.814985], [3.027460, -3.088391, 0.372108], [0.373057, 0.542265, 2.407698], [-7.566563, -5.602498, -0.163344], [-5.083915, -3.962797, 1.763338], [-0.163469, 0.119477, 4.414429], [-0.478887, 0.079159, 0.155547], [-1.807285, 3.152902, 2.415895], [-2.133747, 3.286358, -3.858485], [0.350779, -4.353846, 2.844819], [3.239632, 0.534926, 0.675830], [-2.678055, 4.901494, -2.232090], [-4.509597, -2.936492, -0.755513], [-6.148290, -4.151404, -1.448842], [-3.311184, 6.388122, -0.527876], [1.188294, 1.139393, -2.424669], [0.978095, -2.942904, 0.972608], [2.827950, 1.228939, 1.873240], [1.541057, 4.736690, -2.223276], [-4.259239, -2.526468, -1.725063], [-2.006495, 2.691356, -1.590782], [-2.038678, 2.939420, -0.180138], [3.696765, 1.373720, 2.535865], [-5.546934, -3.835839, -0.608907], [1.695671, 3.233034, -3.763293], [2.434103, 2.225322, 1.657891], [1.823186, 0.421289, 2.693976], [-3.490862, -2.706916, 2.455621], [5.683667, 4.338830, -1.083481], [0.751365, -4.314170, -1.137706], [-1.603143, 1.993538, 0.629238], [0.818692, -1.045558, -2.161627], [-5.325566, -4.379378, 2.729975], [0.806067, -3.469840, -1.812528], [1.495895, 3.455856, -2.724506], [0.540958, 2.562498, 1.946163], [6.307523, 2.901258, -3.328914], [1.190063, 2.393592, -1.859031], [-0.011682, 2.239331, 3.611260], [-4.063440, -3.047268, 1.603465], [0.123123, -1.298049, 3.373610], [0.867524, -2.565528, -4.053834], [1.315989, 5.924004, -0.430155], [-2.178627, -1.329572, -0.954364], [-1.528561, 2.159404, 2.067738], [-1.677123, 1.439542, -1.998521], [5.275069, 3.055318, -1.178253], [-2.207590, 1.437887, 2.538215], [-0.092724, 1.921799, 2.554840], [0.680519, -1.944029, 0.062110]], "forces_ev_per_angstrom": [[0.00, 0.01, -0.03], [-0.01, -0.01, 0.01], [-0.07, 0.04, 0.06], [0.02, 0.28, 0.21], [-0.03, -0.01, 0.05], [-0.56, -0.49, 0.44], [-0.07, -0.03, 0.10], [0.02, -0.06, -0.18], [-0.04, -0.02, 0.07], [-0.04, 0.04, 0.01], [0.02, 0.04, 0.02], [-0.07, -0.09, -0.10], [0.04, -0.01, -0.05], [0.09, -0.15, 0.01], [0.00, -0.01, 0.02], [0.07, 0.10, 0.03], [-0.01, -0.06, -0.12], [0.03, -0.06, -0.06], [-0.06, 0.05, 0.13], [0.00, -0.01, -0.01], [-0.06, 0.16, 0.23], [-0.19, -0.05, 0.00], [-0.15, 0.05, 0.03], [0.02, -0.02, -0.03], [0.17, -0.08, 0.04], [0.79, 0.74, -0.08], [0.11, 0.09, -0.16], [-0.04, -0.06, 0.00], [-0.06, 0.07, 0.07], [0.06, -0.03, 0.04], [-0.14, 0.05, 0.01], [-0.06, 0.02, 0.05], [1.09, 0.53, -1.29], [0.26, -0.33, -0.21], [-0.15, -0.17, -0.09], [0.03, 0.06, 0.08], [-0.07, 0.02, 0.04], [-0.01, 0.14, -0.20], [0.09, 0.07, 0.17], [-0.04, 0.03, -0.05], [0.05, -0.08, -0.09], [0.08, 0.27, -0.05], [-0.50, -0.53, 0.05], [0.02, 0.06, 0.04], [0.33, 0.06, 0.51], [0.02, 0.09, -0.18], [-0.30, -0.26, -0.01], [0.08, -0.02, -0.02], [-0.13, 0.24, 0.48], [-0.05, -0.01, 0.05], [0.02, -0.02, -0.10], [0.02, -0.04, 0.01], [-0.18, -0.21, -0.01], [0.00, -0.05, 0.11], [0.12, 0.08, -0.03], [0.03, 0.01, -0.02], [0.00, 0.10, 0.05], [0.04, -0.93, -0.38], [0.07, -0.30, 0.00], [0.11, -0.06, -0.25], [-0.02, 0.07, 0.13], [0.03, -0.01, 0.01], [0.02, -0.08, 0.06], [-0.30, 0.41, -0.04], [-0.09, 0.11, 0.11], [-0.28, -0.26, 0.07], [0.00, -0.01, 0.00], [-0.02, 0.09, 0.13], [0.22, 0.10, 0.03], [0.04, 0.01, -0.03], [0.02, 0.09, 0.03], [0.03, 0.00, -0.01], [-0.77, 0.64, 0.26], [0.15, -1.14, -0.69], [0.01, 0.01, 0.01], [-0.01, -0.04, -0.13], [-0.01, -0.23, 0.05], [0.02, -0.24, 0.33], [-0.01, 0.00, -0.02], [0.11, 1.27, 0.44], [0.07, -0.02, -0.01], [0.03, 0.10, -0.04], [0.02, -0.07, 0.00], [0.06, -0.05, -0.20], [-0.01, -0.02, 0.03], [-0.22, -0.05, -0.21], [0.00, 0.03, 0.00], [0.05, 0.13, 0.19], [0.06, -0.14, -0.19], [-0.01, 0.09, 0.11], [-0.18, 0.19, -0.01], [0.11, -0.25, 0.15]], "total_energy_ev": -108695.874, "homo_energy_ev": -1.36, "mol_weight_g_mol": 926.8, "total_charge": -2, "gap_ev": 4.2, "de_lowest_kj_mol": 19.93}